{"formula": "C6H12", "method": "ωB97M-V/def2-TZVPD", "species": ["C", "C", "C", "C", "H", "H", "H", "H", "H", "H", "H", "H", "C", "C", "H", "H", "H", "H"], "xyz": [[-0.868, 0.200, -2.508], [-0.328, -0.372, -1.230], [-1.079, -0.926, -0.280], [-0.559, -1.542, 0.986], [-1.963, 0.193, -2.510], [-0.525, -0.382, -3.373], [-0.533, 1.233, -2.665], [0.754, -0.327, -1.090], [-2.161, -0.954, -0.421], [-0.788, -2.615, 1.021], [-1.025, -1.090, 1.872], [0.525, -1.422, 1.072], [1.796, 0.997, 1.957], [1.053, 1.676, 1.090], [1.365, 0.230, 2.597], [2.863, 1.174, 2.063], [-0.010, 1.484, 0.974], [1.480, 2.442, 0.447]], "homo_ev": -9.109, "max_force_ha_per_bohr": 0.0043, "orbital_gap_ha": 0.38115, "mol_weight_da": 84.16, "de_lowest_kcal_mol": 42.00, "smiles": "C/C=C/C.C=C"}

***

{"formula": "C6H12", "method": "ωB97M-V/def2-TZVPD", "species": ["C", "C", "C", "C", "C", "C", "H", "H", "H", "H", "H", "H", "H", "H", "H", "H", "H", "H"], "xyz": [[1.155, -1.808, 1.322], [0.778, -0.793, 0.259], [0.253, 0.528, 0.802], [-0.486, 1.342, -0.262], [-0.488, 0.996, -1.738], [-1.718, 0.769, -0.910], [1.955, -1.436, 1.971], [1.494, -2.734, 0.846], [0.279, -2.043, 1.938], [0.010, -1.241, -0.382], [1.639, -0.572, -0.381], [-0.400, 0.341, 1.672], [1.081, 1.118, 1.216], [-0.495, 2.407, -0.037], [0.093, 0.145, -2.082], [-0.575, 1.782, -2.488], [-2.029, -0.251, -0.676], [-2.547, 1.450, -1.072]], "homo_ev": -10.068, "max_force_ha_per_bohr": 0.0084, "orbital_gap_ha": 0.41665, "mol_weight_da": 84.16, "de_lowest_kcal_mol": 26.88, "smiles": "CCCC1CC1"}

***

{"formula": "C6H12", "method": "ωB97M-V/def2-TZVPD", "species": ["C", "C", "C", "C", "C", "C", "H", "H", "H", "H", "H", "H", "H", "H", "H", "H", "H", "H"], "xyz": [[2.302, -0.602, 0.330], [1.355, -0.379, -0.576], [0.082, -1.173, -0.720], [-1.211, -0.344, -0.827], [-1.534, 0.495, 0.418], [-0.401, 1.428, 0.849], [3.179, 0.035, 0.407], [2.197, -1.388, 1.076], [1.458, 0.472, -1.254], [-0.004, -1.873, 0.121], [0.177, -1.783, -1.628], [-2.042, -1.040, -1.010], [-1.164, 0.305, -1.713], [-1.783, -0.183, 1.246], [-2.439, 1.087, 0.227], [0.518, 0.872, 1.018], [-0.190, 2.179, 0.075], [-0.625, 1.943, 1.786]], "homo_ev": -9.260, "max_force_ha_per_bohr": 0.0074, "orbital_gap_ha": 0.38603, "mol_weight_da": 84.16, "de_lowest_kcal_mol": 25.37, "smiles": "C=CCCCC"}

***

{"formula": "C6H12", "method": "ωB97M-V/def2-TZVPD", "species": ["C", "C", "C", "C", "C", "C", "H", "H", "H", "H", "H", "H", "H", "H", "H", "H", "H", "H"], "xyz": [[1.140, -1.908, -1.192], [0.491, -1.429, 0.105], [-0.827, -0.783, -0.016], [-1.102, 0.154, 1.105], [-1.094, 1.563, 0.456], [0.199, 1.854, -0.307], [0.404, -2.421, -1.816], [1.524, -1.054, -1.761], [1.980, -2.582, -0.997], [0.133, -2.310, 0.686], [1.218, -0.929, 0.772], [0.331, 1.150, -1.139], [-2.108, -0.017, 1.508], [-0.374, 0.139, 1.939], [-1.231, 2.302, 1.254], [-1.953, 1.644, -0.217], [1.073, 1.763, 0.348], [0.195, 2.863, -0.728]], "homo_ev": -8.174, "max_force_ha_per_bohr": 0.0084, "orbital_gap_ha": 0.31465, "mol_weight_da": 84.16, "de_lowest_kcal_mol": 86.36}

***

{"formula": "C6H12BCl6F4Sn", "method": "ωB97M-V/def2-TZVPD", "species": ["Sn", "B", "F", "F", "F", "F", "Cl", "C", "C", "Cl", "H", "H", "H", "H", "Cl", "C", "C", "Cl", "H", "H", "H", "H", "Cl", "C", "C", "Cl", "H", "H", "H", "H"], "xyz": [[34.559, 19.185, -16.361], [36.511, 20.248, -18.677], [36.017, 19.089, -19.264], [35.428, 21.057, -18.331], [37.095, 19.758, -17.475], [37.450, 20.972, -19.362], [34.257, 18.534, -23.329], [34.191, 19.159, -21.703], [34.564, 20.618, -21.634], [33.550, 21.632, -22.691], [34.852, 18.514, -21.129], [33.150, 19.027, -21.403], [35.560, 20.684, -22.071], [34.485, 21.016, -20.626], [39.141, 25.145, -16.952], [38.448, 24.616, -18.515], [36.929, 24.360, -18.285], [36.135, 25.699, -17.520], [38.977, 23.737, -18.879], [38.630, 25.425, -19.218], [36.743, 23.473, -17.679], [36.378, 24.181, -19.208], [42.429, 19.478, -20.829], [41.464, 18.725, -19.512], [40.524, 19.771, -18.866], [41.484, 20.998, -17.979], [42.155, 18.369, -18.750], [40.976, 17.886, -20.002], [39.706, 19.362, -18.275], [40.000, 20.339, -19.635]], "homo_ev": -12.347, "max_force_ha_per_bohr": 0.0625, "orbital_gap_ha": 0.09860, "total_charge": 1, "mol_weight_da": 502.39, "de_lowest_kcal_mol": 0.00}

***

{"formula": "C6H12BFN2O7S2", "method": "ωB97M-V/def2-TZVPD", "species": ["N", "C", "O", "N", "C", "B", "O", "O", "S", "O", "O", "F", "H", "H", "H", "H", "O", "S", "O", "C", "C", "C", "C", "H", "H", "H", "H", "H", "H", "H", "H"], "xyz": [[-0.817, -0.585, 1.938], [-0.930, 0.345, 2.603], [-0.806, 1.491, 3.259], [-0.948, 2.588, 2.388], [0.031, 2.607, 1.300], [1.544, 2.627, 1.868], [2.539, 1.994, 1.159], [1.784, 3.284, 3.061], [-2.542, 2.824, 1.914], [-2.677, 2.821, 0.492], [-3.436, 2.037, 2.694], [-2.716, 4.320, 2.364], [-0.139, 1.841, 0.537], [-0.098, 3.572, 0.795], [2.468, 2.260, 0.235], [1.663, 2.728, 3.834], [2.563, -1.400, -2.068], [1.146, -1.223, -1.867], [0.594, 0.073, -1.545], [0.282, -1.904, -3.278], [0.056, -3.368, -2.908], [-0.384, -3.364, -1.438], [0.571, -2.437, -0.678], [0.885, -1.767, -4.172], [-0.662, -1.369, -3.375], [-0.690, -3.830, -3.553], [0.988, -3.927, -3.015], [-1.404, -2.981, -1.365], [-0.380, -4.365, -1.010], [0.074, -1.919, 0.137], [1.443, -2.973, -0.305]], "homo_ev": -10.475, "max_force_ha_per_bohr": 0.0377, "orbital_gap_ha": 0.39053, "mol_weight_da": 318.11, "de_lowest_kcal_mol": 0.00, "smiles": "N#CON(CB(O)O)S(=O)(=O)F.O=S1(=O)CCCC1"}

***

{"formula": "C6H12BN", "method": "ωB97M-V/def2-TZVPD", "species": ["B", "C", "C", "C", "C", "C", "C", "N", "H", "H", "H", "H", "H", "H", "H", "H", "H", "H", "H", "H"], "xyz": [[0.217, 0.220, -0.005], [1.133, 1.413, -0.007], [0.716, 2.242, -0.980], [-0.661, 0.338, -1.300], [-0.496, 1.746, -1.832], [-0.599, -2.119, 0.535], [0.530, -0.967, 2.239], [0.011, -0.798, 0.910], [1.972, 1.746, 0.496], [1.211, 3.190, -1.134], [-0.569, -0.437, -2.128], [-1.723, 0.017, -1.250], [-1.272, 2.377, -1.566], [-0.370, 1.829, -2.912], [0.032, -2.895, 0.974], [-1.620, -2.413, 0.937], [-0.755, -2.275, -0.492], [-0.189, -1.203, 3.035], [1.309, -1.897, 2.145], [1.124, -0.112, 2.337]], "multiplicity": 3, "homo_ev": [-5.081, -9.072], "max_force_ha_per_bohr": 0.1788, "orbital_gap_ha": [0.21527, 0.24988], "mol_weight_da": 108.98, "de_lowest_kcal_mol": 7.43}

***

{"formula": "C6H12Br2O4Sr", "method": "ωB97M-V/def2-TZVPD", "species": ["Sr", "O", "C", "C", "O", "H", "H", "H", "H", "O", "C", "C", "O", "H", "H", "H", "H", "Br", "C", "C", "Br", "H", "H", "H", "H"], "xyz": [[-1.638, 0.749, 0.698], [-3.411, -0.289, -0.712], [-3.388, 0.232, -1.998], [-2.521, 1.473, -2.276], [-1.327, 1.653, -1.650], [-4.385, 0.425, -2.455], [-2.938, -0.590, -2.622], [-3.201, 2.343, -1.964], [-2.441, 1.608, -3.385], [3.431, 2.503, 0.267], [3.104, 1.914, 1.378], [1.728, 1.200, 1.509], [0.604, 1.695, 0.904], [3.166, 2.590, 2.316], [3.827, 1.064, 1.677], [1.562, 1.037, 2.612], [1.907, 0.157, 1.104], [0.370, -1.346, -1.287], [0.594, -2.843, -0.089], [1.086, -2.388, 1.257], [-0.360, -1.500, 2.224], [1.340, -3.493, -0.548], [-0.356, -3.367, -0.031], [1.862, -1.630, 1.155], [1.385, -3.199, 1.914]], "homo_ev": 0.926, "max_force_ha_per_bohr": 0.0602, "orbital_gap_ha": 0.12129, "total_charge": -2, "mol_weight_da": 395.59, "de_lowest_kcal_mol": 17.59}